Entry from the OMol25 dataset: a gas-phase ion, C10H14NS (charge +1) at a distorted geometry (the ωB97M-V functional and the def2-TZVPD basis).

HOMO energy = -12.229 eV
relative energy (zero: lowest compared OMol25 entry of this formula, charge and spin) = 204.5 kJ/mol
total charge = +1

Positions of all 26 atoms, in Å:
H: 1.24220 1.10004 -1.20997
H: 0.33691 -1.37962 0.84097
H: -0.09206 1.25519 1.02304
H: 4.07063 -1.07407 0.88985
C: -2.57456 -0.61636 -0.50786
H: -0.50589 -2.38931 -0.28055
C: -3.23704 1.59374 -0.04964
H: 1.47484 -1.76387 -1.32451
C: -1.32597 -0.34807 -0.05588
H: 2.81103 -0.78294 1.90169
H: -4.06113 2.23996 -0.02692
C: -0.22244 -1.27253 -0.12558
H: -4.42004 0.15158 -1.05686
H: 2.70419 -2.05031 0.59543
N: 1.51000 0.13819 -0.73074
H: -2.60643 -1.65685 -0.87930
C: -1.08213 0.91869 0.58103
H: 3.46189 1.61713 1.57240
S: 3.30013 1.70126 0.26867
C: 2.48485 0.15845 0.14234
C: -2.03851 1.92002 0.54272
C: 2.99517 -0.97650 0.87960
C: -3.54708 0.33716 -0.53056
H: 0.43776 -0.76523 -2.17578
H: -1.91915 2.87988 0.87879
C: 0.80285 -0.93564 -1.16240